1.
C17H62F2HgNO18S2 | the ωB97M-V functional and the def2-TZVPD basis

expectation value of S²: 0.752
orbital gap (spin up / spin down): 6.08 / 8.60 eV
net charge: 0
E_LUMO (spin up / spin down): 0.00106 / -0.01929 Eh
multiplicity: 2
E_HOMO (spin up / spin down): -6.05 / -9.12 eV

```
103
Properties=species:S:1:pos:R:3:forces:R:3
Hg 10.656 -5.806 -7.477 1.6 -0.5 -0.2
N 8.610 -5.041 -7.906 -3.0 2.8 1.3
S 8.037 -4.941 -9.345 1.2 -1.3 -7.2
O 8.396 -3.721 -10.089 -0.7 -2.1 1.7
O 6.788 -5.582 -9.693 0.3 1.1 0.8
F 9.029 -6.075 -9.947 -0.1 0.5 0.1
S 7.612 -3.834 -7.333 -0.6 4.3 4.4
O 6.224 -4.193 -7.264 1.1 -0.4 -0.3
O 7.874 -2.399 -7.559 0.3 -2.8 -0.9
F 8.140 -3.839 -5.796 -0.1 -1.2 -0.7
C 9.410 -2.122 -3.588 -0.2 1.2 -0.2
O 10.676 -2.763 -3.831 -0.9 0.5 0.7
H 9.143 -1.584 -4.498 -0.3 -0.7 -0.2
H 8.617 -2.745 -3.174 0.1 -0.6 -0.7
H 9.431 -1.305 -2.867 0.8 0.1 0.3
H 10.998 -2.955 -2.947 0.5 -0.3 -0.1
C 5.988 -8.931 -10.929 -1.0 -0.3 -1.7
O 6.478 -8.235 -9.870 1.3 0.1 1.8
H 6.564 -8.677 -11.818 -0.1 -0.2 -0.6
H 6.014 -10.013 -10.800 0.0 0.1 0.3
H 4.962 -8.597 -11.082 -0.3 -0.5 -0.5
H 6.452 -7.307 -10.115 0.1 0.5 0.5
C 10.165 -6.063 -3.970 -1.1 2.8 1.1
O 10.612 -6.578 -5.147 0.9 -2.2 -0.8
H 10.789 -6.259 -3.098 -0.1 -0.3 0.0
H 10.184 -4.993 -4.177 0.2 0.3 0.7
H 9.095 -6.185 -3.801 -0.1 -0.9 0.3
H 11.083 -7.398 -4.983 0.0 -0.2 -0.3
C 12.050 -2.732 -6.962 -1.7 0.2 -0.4
O 11.355 -3.868 -6.379 1.0 1.5 0.0
H 12.387 -3.021 -7.957 0.9 -0.2 0.5
H 11.306 -1.977 -7.218 -0.2 0.2 0.2
H 12.689 -2.239 -6.230 0.7 -0.5 -0.4
H 10.984 -3.511 -5.568 -0.3 -0.2 0.6
C 10.368 -0.906 -9.432 0.1 -0.3 0.8
O 9.943 -0.045 -8.375 0.6 0.4 -0.3
H 11.445 -0.841 -9.585 0.2 0.4 0.2
H 10.217 -1.943 -9.132 -0.5 -0.1 -0.5
H 9.903 -0.648 -10.384 -0.3 -0.2 0.1
H 9.322 -0.483 -7.788 -0.1 -0.4 -0.3
O 9.886 -8.057 -7.692 0.0 -0.8 0.5
H 9.676 -8.509 -8.510 -0.1 -0.2 -0.9
H 9.256 -8.400 -7.059 -0.3 0.0 0.4
O 9.306 -9.206 -10.302 0.4 -0.2 0.0
H 9.146 -10.139 -10.443 0.0 -0.3 0.0
H 8.476 -8.784 -10.527 -0.7 0.5 0.2
O 11.600 -5.063 -9.570 0.3 0.4 0.0
H 11.775 -4.359 -10.195 0.3 0.6 0.2
H 11.698 -5.867 -10.081 -0.2 -0.9 -0.3
C 3.936 -6.593 -7.120 0.3 -0.6 -0.7
C 3.724 -6.159 -8.559 -0.5 0.3 0.6
O 2.373 -5.775 -8.669 -1.2 0.1 0.0
H 5.016 -6.693 -7.006 0.0 0.4 0.6
H 3.543 -7.595 -6.945 -0.3 0.0 -0.1
H 3.440 -5.907 -6.434 0.4 0.1 0.0
H 3.889 -6.988 -9.246 0.6 0.0 -0.1
H 4.330 -5.276 -8.765 0.4 -0.3 -0.2
H 2.193 -5.449 -9.554 0.1 0.0 0.0
C 11.369 -4.299 -12.544 -0.6 1.5 1.3
C 12.199 -3.009 -12.265 1.4 -1.5 -0.6
O 13.004 -3.119 -11.034 -1.2 0.3 -1.0
H 11.893 -5.246 -12.418 0.4 0.3 -0.6
H 10.815 -4.179 -13.476 0.4 -0.3 -0.3
H 10.579 -4.341 -11.794 -0.2 0.0 0.1
H 11.643 -2.073 -12.324 -0.4 -0.2 0.4
H 12.959 -2.955 -13.045 -0.1 0.1 -0.4
H 13.593 -2.367 -11.130 0.3 0.0 0.5
C 6.619 -3.153 -12.650 0.6 -1.1 0.8
C 7.594 -4.155 -13.290 -0.8 -0.3 0.0
O 7.921 -3.817 -14.628 0.4 0.0 0.0
H 5.707 -3.139 -13.246 0.1 0.5 0.0
H 7.038 -2.185 -12.371 0.0 0.2 -0.7
H 6.393 -3.566 -11.667 -0.4 -0.1 0.0
H 7.073 -5.111 -13.348 -0.3 0.0 -0.2
H 8.469 -4.439 -12.705 0.2 0.7 0.2
H 8.512 -3.061 -14.585 0.0 0.1 -0.1
C 3.382 -2.564 -6.998 0.7 -0.8 0.8
C 3.095 -2.369 -8.443 -0.6 0.2 0.2
O 2.752 -0.990 -8.596 -0.3 -0.4 -0.8
H 4.203 -1.884 -6.769 -0.2 0.1 0.5
H 3.740 -3.561 -6.742 0.1 -0.2 -0.2
H 2.491 -2.412 -6.389 0.1 0.5 0.0
H 2.239 -2.989 -8.709 -0.1 0.2 -0.3
H 3.937 -2.688 -9.058 0.2 0.2 -0.2
H 3.551 -0.484 -8.757 0.1 0.3 0.1
C 12.954 -9.402 -9.959 -0.5 -1.7 1.1
C 12.799 -8.294 -10.880 -0.4 1.4 -1.8
O 11.538 -7.631 -10.725 1.0 1.2 0.6
H 12.023 -9.956 -10.082 0.1 -0.7 0.2
H 12.998 -9.136 -8.903 0.0 0.4 -0.1
H 13.807 -10.048 -10.167 0.0 0.0 -0.2
H 12.755 -8.601 -11.924 0.6 -0.5 -0.1
H 13.633 -7.596 -10.809 -0.4 0.5 0.1
H 10.808 -8.254 -10.755 -0.2 -0.4 0.0
C 7.019 0.336 -9.626 1.4 0.2 -0.3
C 5.666 0.362 -10.246 1.5 -0.4 0.7
O 4.827 1.000 -9.270 -0.6 -0.4 -1.5
H 7.705 -0.146 -10.323 0.2 -0.4 0.2
H 7.112 -0.064 -8.617 -0.2 -0.2 -0.2
H 7.358 1.372 -9.649 0.3 0.2 0.5
H 5.413 -0.654 -10.550 -1.0 0.1 0.5
H 5.937 0.881 -11.165 -1.4 0.6 -0.4
H 5.208 1.877 -9.193 -0.2 0.2 0.3
```
Forces are in eV/Å.

Mulliken population analysis, charges in e, atoms 1 to 8: atom 1 (Hg): 1.104, atom 2 (N): -0.139, atom 3 (S): 0.556, atom 4 (O): -0.286, atom 5 (O): -0.490, atom 6 (F): -0.280, atom 7 (S): 0.495, atom 8 (O): -0.514

***

2.
C3H5NO2 | the ωB97M-V functional and the def2-TZVPD basis

orbital gap: 9.38 eV
energy relative to the best compared isomer or geometry (same formula, charge and spin): 4.729 eV
net charge: 0
SMILES: CC#[N+][O-].C=O
E_LUMO: 0.00945 Eh
multiplicity: 1
E_HOMO: -9.12 eV

```
11
Properties=species:S:1:pos:R:3:forces:R:3
C 0.418 0.654 0.230 -0.2 -1.7 0.7
C -0.634 -0.284 0.783 0.6 0.8 -1.1
N -1.286 -1.200 1.049 0.9 1.8 0.2
O -2.003 -2.030 1.510 -1.0 -1.5 0.3
H 0.946 0.083 -0.565 -0.4 0.9 0.4
H 1.113 0.761 1.065 0.2 0.2 -0.3
H 0.077 1.642 -0.046 -0.4 -0.1 -0.2
C 3.077 -1.361 1.389 -1.5 -2.9 -1.3
O 2.137 -1.484 0.610 1.6 1.3 1.3
H 3.436 -0.536 1.988 -0.4 1.1 -0.2
H 3.587 -2.314 1.579 0.7 0.1 0.3
```
Forces are in eV/Å.

Mulliken population analysis, charges in e, atoms 1 to 8: atom 1 (C): -0.746, atom 2 (C): 0.182, atom 3 (N): 0.554, atom 4 (O): -0.691, atom 5 (H): 0.222, atom 6 (H): 0.146, atom 7 (H): 0.337, atom 8 (C): -0.083

***

3.
C17H18BN7O4V | the ωB97M-V functional and the def2-TZVPD basis

expectation value of S²: 0.786
orbital gap (spin up / spin down): 4.58 / 5.44 eV
energy relative to the best compared isomer or geometry (same formula, charge and spin): 0.000 eV
net charge: +2
E_LUMO (spin up / spin down): -0.37550 / -0.34397 Eh
multiplicity: 2
E_HOMO (spin up / spin down): -14.80 / -14.80 eV

```
48
Properties=species:S:1:pos:R:3:forces:R:3
H -0.788 -2.675 0.083 0.0 0.1 0.0
N -0.216 -1.320 -1.445 0.7 1.1 -0.4
B 0.290 -0.199 -3.656 -0.4 -0.3 0.0
N -0.345 -1.347 -2.825 0.2 0.1 0.5
C -0.973 -2.474 -3.198 0.3 0.4 0.8
V 0.874 0.303 -0.643 -8.8 -1.5 -1.5
H -1.161 -2.659 -4.248 0.0 -0.1 0.2
C -1.260 -3.216 -2.047 0.3 0.6 0.4
H -1.743 -4.173 -1.999 -0.1 0.0 0.0
C -0.772 -2.457 -0.972 -0.2 -0.4 -0.9
H 0.129 -0.365 -4.831 0.1 0.1 0.2
C 2.252 1.370 0.548 1.5 -0.7 1.0
H 2.404 1.380 1.636 -0.1 -0.1 -0.3
H 1.402 2.052 0.355 -0.1 -0.3 -0.1
H 3.156 1.723 0.049 -0.2 -0.2 0.0
N 1.798 -0.174 -3.281 0.8 0.0 0.7
N -0.293 1.148 -3.171 0.2 0.3 0.5
N 2.177 0.003 -1.937 0.8 -0.3 -1.7
N -0.117 1.540 -1.842 0.2 -0.7 -0.8
C 2.895 -0.331 -4.023 -1.1 0.2 0.8
C -1.011 2.074 -3.817 0.4 -0.3 0.9
H 2.798 -0.477 -5.086 0.1 0.0 -0.1
H -1.245 1.935 -4.863 0.0 0.1 0.1
C 4.016 -0.267 -3.199 0.3 0.1 1.3
C -1.327 3.098 -2.920 0.4 -0.3 0.8
C 3.548 -0.065 -1.906 0.0 -0.1 -1.4
C -0.761 2.727 -1.695 -0.4 0.0 -1.0
H 5.042 -0.354 -3.494 0.2 0.0 -0.1
H -1.890 3.986 -3.128 -0.1 0.1 0.0
H 4.074 0.054 -0.972 0.2 -0.1 -0.2
H -0.795 3.207 -0.732 0.0 0.1 0.0
H 2.077 0.191 0.326 3.2 2.0 2.8
O -0.736 1.266 1.024 1.7 -1.5 -1.0
C -0.497 0.191 1.653 -1.1 0.5 1.6
O 0.289 -0.733 1.208 0.7 1.2 -2.2
C -1.094 -0.044 3.020 0.2 0.0 -0.3
C -1.183 -1.353 3.512 0.0 0.2 0.0
C -1.660 -1.581 4.795 -0.2 0.4 0.4
C -2.028 -0.482 5.594 0.8 0.4 -2.2
C -1.954 0.836 5.100 -0.1 -0.6 0.3
C -1.495 1.047 3.806 0.0 -0.2 -0.2
N -2.425 -0.709 6.944 -1.3 -0.7 4.1
O -2.460 -1.887 7.369 0.2 2.3 -1.3
O -2.721 0.271 7.664 0.7 -1.7 -1.9
H -0.864 -2.190 2.893 -0.1 0.2 0.2
H -1.734 -2.586 5.202 0.0 0.2 0.0
H -2.245 1.661 5.743 0.1 -0.2 -0.1
H -1.428 2.057 3.404 0.0 -0.2 0.1
```
Forces are in eV/Å.

Mulliken population analysis, charges in e, atoms 1 to 8: atom 1 (H): 0.473, atom 2 (N): 0.214, atom 3 (B): 0.085, atom 4 (N): -0.129, atom 5 (C): 0.021, atom 6 (V): -0.173, atom 7 (H): 0.498, atom 8 (C): -1.188

***

4.
C34H67N5O7S7 | the ωB97M-V functional and the def2-TZVPD basis

orbital gap: 7.84 eV
energy relative to the best compared isomer or geometry (same formula, charge and spin): 3.494 eV
net charge: 0
E_LUMO: 0.00371 Eh
multiplicity: 1
E_HOMO: -7.74 eV

```
120
Properties=species:S:1:pos:R:3:forces:R:3
C 6.857 1.347 1.709 -1.4 0.5 -0.7
S 6.313 1.273 -0.124 0.7 -1.8 0.9
O 6.110 -0.204 -0.472 -0.2 1.9 0.5
C 4.666 2.081 -0.128 0.3 -0.5 -0.2
H 7.470 2.247 1.766 0.0 -0.1 0.2
H 7.339 0.477 2.155 0.3 -0.1 -0.9
H 5.934 1.460 2.278 0.0 0.3 0.1
H 4.489 1.930 -1.193 -0.5 0.0 0.0
H 4.630 3.153 0.065 0.6 0.0 0.2
H 3.909 1.588 0.481 0.2 -0.3 0.0
C -6.649 -2.573 0.453 0.1 -0.2 -0.4
S -5.197 -2.374 -0.685 -2.2 1.1 -0.8
O -5.835 -2.465 -2.072 1.2 0.1 1.6
C -5.139 -0.571 -0.283 0.7 0.1 -1.0
H -7.514 -1.951 0.220 0.4 0.5 -0.6
H -6.377 -2.306 1.474 0.2 -0.7 0.1
H -7.018 -3.578 0.250 0.4 -0.2 0.6
H -4.339 -0.005 -0.760 0.5 -0.6 -0.3
H -4.995 -0.379 0.780 -0.7 -0.1 0.0
H -6.016 -0.206 -0.817 -0.4 0.1 0.8
C 3.990 -4.025 -0.882 -0.7 -0.2 -0.3
S 2.174 -4.340 -1.053 0.0 0.5 0.1
O 1.559 -3.178 -1.836 1.4 -1.8 -0.2
C 2.144 -5.812 -2.142 0.3 0.6 -0.2
H 4.412 -4.961 -0.515 0.2 0.0 -0.3
H 4.204 -3.269 -0.126 -0.5 0.1 0.0
H 4.392 -3.661 -1.827 0.1 -0.4 -0.1
H 1.105 -6.108 -2.286 0.0 0.1 0.4
H 2.720 -6.616 -1.685 -0.1 0.1 0.1
H 2.545 -5.575 -3.128 0.2 0.2 0.1
C 3.070 1.763 4.126 -0.6 -1.1 -0.1
S 2.249 3.433 4.250 -0.3 0.1 -0.8
O 2.730 4.364 3.149 -0.2 -1.1 0.8
C 0.495 3.009 3.748 0.5 0.5 0.5
H 3.625 1.505 3.224 -0.3 0.7 -0.4
H 2.289 1.008 4.211 -0.4 0.1 -0.3
H 3.719 1.416 4.930 0.2 1.2 0.5
H -0.082 3.922 3.900 0.5 0.4 -0.2
H -0.045 2.368 4.445 0.6 -0.7 -0.1
H 0.413 2.740 2.695 0.2 -0.2 0.1
C 0.249 6.402 2.159 -0.3 -1.1 0.0
S 0.691 5.325 0.655 -2.3 0.0 -0.2
O -0.374 4.212 0.458 1.8 1.4 1.3
C 0.180 6.527 -0.639 0.4 0.4 0.6
H 0.306 5.773 3.048 0.6 -0.3 -0.3
H -0.796 6.706 2.209 0.0 0.3 -0.9
H 0.953 7.222 2.300 0.0 -0.1 -0.4
H 0.258 6.061 -1.622 0.1 -0.1 0.2
H 0.832 7.398 -0.571 0.3 -0.1 -0.1
H -0.825 6.919 -0.484 -0.1 -0.5 0.2
C 0.862 -2.413 2.138 -0.9 0.1 0.8
S 0.357 -3.109 3.802 2.8 0.9 -0.1
O 1.747 -3.548 4.247 -1.3 -0.2 0.2
C 0.093 -1.526 4.697 -0.8 0.4 -0.8
H 1.204 -1.388 2.280 0.1 -0.1 0.0
H 0.049 -2.409 1.412 0.2 -0.2 0.2
H 1.697 -3.061 1.872 -0.2 0.0 0.0
H 0.055 -1.640 5.780 0.2 -0.4 -0.2
H -0.859 -1.118 4.356 -0.3 -0.3 0.1
H 0.780 -0.736 4.396 0.6 -0.4 0.1
C -0.230 -2.677 -4.105 -0.3 -0.7 0.8
S -1.705 -3.440 -4.833 -0.4 0.5 -0.7
O -2.163 -4.703 -4.107 0.7 2.0 0.0
C -2.763 -1.970 -4.430 -0.5 -0.7 -0.5
H 0.474 -3.509 -4.072 0.4 0.5 0.0
H -0.413 -2.309 -3.095 -0.2 -0.4 0.1
H 0.100 -1.779 -4.627 0.0 -0.5 -0.7
H -3.641 -2.027 -5.073 -0.6 -0.7 0.8
H -2.451 -0.978 -4.758 1.3 -0.2 0.2
H -2.909 -2.008 -3.351 -0.5 0.1 -0.2
N -2.391 4.160 -1.279 0.5 1.3 0.7
C -2.696 3.046 -1.897 -2.2 -2.4 -0.8
C -3.710 3.324 -2.817 0.9 -1.2 -1.1
C -3.826 4.711 -2.931 0.7 0.6 2.3
C -3.039 5.189 -1.851 -0.9 1.4 -1.9
H -1.812 4.137 -0.453 0.5 0.7 0.0
H -2.331 2.103 -1.518 0.0 0.0 -0.2
H -4.205 2.591 -3.437 0.1 0.0 0.0
H -4.426 5.309 -3.601 0.0 -0.1 0.1
H -2.859 6.231 -1.629 0.1 -0.2 0.4
N 0.323 -1.300 -0.701 -2.3 3.0 0.0
C -1.029 -1.126 -0.365 0.9 -2.3 -0.8
C -1.248 0.113 0.110 0.4 1.0 0.2
C 0.006 0.811 0.013 -0.7 0.0 0.3
C 0.879 -0.050 -0.585 1.2 -0.6 1.2
H 0.753 -2.004 -1.284 -0.1 -0.7 0.2
H -1.659 -1.992 -0.500 -0.3 0.2 0.1
H -2.176 0.523 0.481 0.0 -0.1 0.0
H 0.202 1.765 0.481 0.1 0.2 -0.5
H 1.953 0.016 -0.680 0.0 0.3 -0.3
N -2.722 3.254 4.204 -1.0 -1.6 0.1
C -2.695 2.389 3.115 0.3 -0.3 0.2
C -2.417 1.093 3.566 0.4 2.0 -1.2
C -2.208 1.213 4.932 -1.8 0.4 2.4
C -2.642 2.487 5.367 1.9 -0.6 -1.5
H -2.846 4.256 4.178 -0.3 -0.4 -0.1
H -2.883 2.715 2.103 0.2 0.2 0.1
H -2.244 0.229 2.942 -0.1 0.1 0.0
H -1.969 0.385 5.584 -0.2 0.1 0.2
H -2.824 2.908 6.345 0.4 0.0 -0.1
N -2.045 -6.453 -0.985 0.1 0.8 1.8
C -1.144 -5.622 -0.288 -1.5 -1.0 -1.8
C -1.117 -6.125 0.961 3.4 1.7 1.3
C -1.819 -7.311 1.079 -1.0 0.8 1.5
C -2.568 -7.337 -0.033 -0.6 -1.2 -2.9
H -2.267 -6.297 -1.958 -0.5 -0.2 0.2
H -0.703 -4.786 -0.811 0.1 0.0 0.3
H -0.510 -5.668 1.728 0.1 -0.2 0.2
H -1.904 -7.824 2.025 -0.4 -0.2 -0.3
H -3.457 -7.917 -0.233 0.3 -0.3 -0.4
N 2.815 1.836 -4.356 1.1 -0.6 -1.0
C 3.316 0.572 -4.064 0.7 0.7 -0.1
C 4.532 0.445 -4.678 0.1 -0.3 -0.4
C 4.739 1.566 -5.529 -0.4 1.4 1.0
C 3.713 2.459 -5.277 -1.4 -1.4 0.7
H 1.951 2.196 -3.978 0.2 0.0 -0.4
H 2.890 -0.211 -3.455 -0.5 0.6 0.3
H 5.213 -0.366 -4.467 -0.1 -0.1 -0.4
H 5.591 1.874 -6.117 0.0 -0.5 -0.1
H 3.410 3.355 -5.796 0.2 0.1 0.3
```
Forces are in eV/Å.

Mulliken population analysis, charges in e, atoms 1 to 8: atom 1 (C): -0.434, atom 2 (S): 0.432, atom 3 (O): -0.581, atom 4 (C): -0.533, atom 5 (H): 0.323, atom 6 (H): 0.342, atom 7 (H): -0.150, atom 8 (H): 0.118

***

no.,E_tot (Eh)
1,-3243.19891
2,-322.40056
3,-2311.07217
4,-4923.06191